No. 1
{
  "formula": "C41H50NP2Pt",
  "method": "ωB97M-V/def2-TZVPD",
  "species": ["Pt", "C", "C", "C", "P", "C", "C", "C", "C", "C", "C", "C", "C", "C", "C", "N", "C", "C", "C", "C", "C", "C", "C", "P", "C", "C", "C", "C", "C", "C", "H", "H", "H", "H", "H", "H", "H", "H", "H", "H", "H", "H", "H", "H", "H", "H", "H", "H", "H", "H", "H", "H", "H", "H", "H", "H", "H", "H", "H", "H", "H", "H", "H", "H", "H", "H", "H", "H", "H", "H", "C", "C", "C", "C", "C", "C", "C", "C", "C", "C", "C", "C", "C", "C", "C", "H", "H", "H", "H", "H", "H", "H", "H", "H", "H"],
  "coordinates": [[0.15, 0.30, -0.14], [5.05, -1.23, 0.30], [3.80, -0.47, 0.77], [3.68, -0.46, 2.29], [2.13, -0.96, 0.07], [2.54, -1.27, -1.74], [2.99, 0.03, -2.41], [1.27, -1.76, -2.43], [1.58, -2.51, 0.74], [2.39, -3.48, 1.35], [1.85, -4.55, 2.02], [2.71, -5.59, 2.68], [0.46, -4.64, 2.14], [-0.36, -3.71, 1.54], [0.15, -2.65, 0.79], [-0.63, -1.71, 0.19], [-1.86, -2.01, -0.29], [-2.23, -3.29, -0.74], [-3.48, -3.56, -1.23], [-4.45, -2.55, -1.33], [-5.82, -2.87, -1.86], [-4.10, -1.27, -0.96], [-2.84, -0.97, -0.45], [-2.17, 0.65, -0.11], [-2.95, 1.98, -1.15], [-4.43, 2.32, -1.00], [-2.58, 1.65, -2.59], [-2.64, 1.11, 1.65], [-1.48, 0.71, 2.57], [-3.94, 0.46, 2.10], [5.92, -0.79, 0.79], [5.18, -1.14, -0.77], [5.00, -2.28, 0.56], [3.90, 0.57, 0.43], [3.60, -1.47, 2.68], [2.78, 0.08, 2.57], [4.54, 0.03, 2.74], [3.31, -2.04, -1.81], [2.23, 0.79, -2.23], [3.10, -0.11, -3.48], [3.94, 0.38, -2.01], [0.48, -1.01, -2.30], [0.92, -2.70, -1.98], [1.43, -1.92, -3.49], [3.46, -3.40, 1.27], [3.73, -5.56, 2.29], [2.31, -6.59, 2.50], [2.75, -5.43, 3.76], [0.02, -5.45, 2.70], [-1.44, -3.78, 1.67], [-1.49, -4.08, -0.70], [-3.72, -4.56, -1.56], [-6.07, -3.91, -1.66], [-5.85, -2.72, -2.94], [-6.58, -2.24, -1.41], [-4.84, -0.48, -1.05], [-2.37, 2.87, -0.85], [-5.06, 1.52, -1.38], [-4.65, 3.22, -1.57], [-4.69, 2.51, 0.04], [-3.12, 0.76, -2.94], [-1.51, 1.44, -2.65], [-2.81, 2.48, -3.26], [-2.74, 2.20, 1.66], [-1.41, -0.38, 2.63], [-1.63, 1.10, 3.58], [-0.54, 1.10, 2.17], [-3.84, -0.62, 2.09], [-4.77, 0.73, 1.44], [-4.20, 0.78, 3.11], [0.84, 2.15, -0.48], [1.24, 3.31, -0.60], [1.72, 4.61, -0.73], [3.09, 4.79, -1.12], [3.76, 3.79, -1.85], [5.10, 3.90, -2.14], [5.83, 5.01, -1.72], [5.19, 6.00, -0.99], [3.85, 5.90, -0.70], [0.82, 5.70, -0.46], [-0.27, 5.52, 0.40], [-1.19, 6.53, 0.60], [-1.06, 7.75, -0.05], [0.02, 7.95, -0.90], [0.95, 6.95, -1.10], [3.20, 2.94, -2.19], [5.59, 3.11, -2.70], [6.88, 5.09, -1.94], [5.75, 6.86, -0.64], [3.37, 6.66, -0.10], [-0.37, 4.58, 0.92], [-2.03, 6.36, 1.27], [-1.79, 8.53, 0.10], [0.13, 8.89, -1.43], [1.76, 7.10, -1.80]],
  "mulliken_charge": [2.23, -1.35, 0.75, -1.53, -0.02, 0.24, -1.27, -1.43, 0.10, -0.66, 0.71, -1.74, -1.00, -0.49, -0.26, 0.16, -0.37, -0.55, -1.06, 0.65, -1.65, -0.33, 0.01, -0.55, 1.18, -1.47, -1.44, 0.64, -1.67, -1.56, 0.50, 0.31, 0.16, 0.32, 0.30, 0.37, 0.48, 0.84, -0.04, 0.56, 0.24, 0.08, 0.37, 0.54, 0.16, 0.37, 0.39, 0.32, 0.37, 0.54, 0.51, 0.36, 0.39, 0.30, 0.37, 0.14, 0.22, 0.26, 0.48, 0.32, 0.29, 0.31, 0.46, 0.62, 0.17, 0.55, 0.33, 0.28, 0.33, 0.47, -0.74, 0.35, -0.75, 0.28, -0.59, -0.55, -0.46, -0.66, -0.29, 0.32, -0.55, -0.60, -0.48, -0.64, -0.34, 0.40, 0.40, 0.35, 0.36, 0.48, 0.55, 0.35, 0.35, 0.36, 0.49],
  "multiplicity": 1,
  "homo_lumo_gap_ev": 4.15,
  "total_charge": -1,
  "molar_mass_da": 813.9
}

No. 2
{
  "formula": "C3H11NO",
  "method": "ωB97M-V/def2-TZVPD",
  "species": ["C", "O", "H", "H", "H", "C", "C", "N", "H", "H", "H", "H", "H", "H", "H", "H"],
  "coordinates": [[1.80, -1.61, -1.87], [0.91, -0.95, -1.01], [2.78, -1.61, -1.38], [1.48, -2.65, -1.95], [2.04, -0.93, -2.69], [-0.39, 1.88, 1.03], [-1.41, 0.82, 0.70], [-0.73, -0.55, 0.67], [0.08, 2.26, 0.07], [-0.89, 2.73, 1.49], [0.39, 1.68, 1.75], [-2.09, 0.74, 1.55], [-1.97, 1.02, -0.22], [0.31, -0.78, 0.73], [-1.09, -0.94, -0.21], [-1.22, -1.11, 1.36]],
  "nbo_charge": [-0.24, -1.07, 0.12, 0.14, 0.14, -0.64, -0.21, -0.70, 0.24, 0.22, 0.23, 0.19, 0.23, 0.51, 0.46, 0.39],
  "multiplicity": 1,
  "homo_lumo_gap_ev": 6.83,
  "relative_energy_kj_mol": 348.5,
  "molar_mass_da": 77.1
}

No. 3
{
  "formula": "C6H13N",
  "method": "ωB97M-V/def2-TZVPD",
  "species": ["C", "C", "C", "N", "C", "C", "C", "H", "H", "H", "H", "H", "H", "H", "H", "H", "H", "H", "H", "H"],
  "coordinates": [[-2.99, -0.20, 0.02], [-1.60, -0.64, -0.45], [-0.63, -0.73, 0.71], [0.30, 0.11, 1.07], [1.24, 0.19, 0.01], [1.42, 1.61, -0.49], [2.56, -0.50, 0.36], [-2.95, 0.80, 0.43], [-3.37, -0.87, 0.79], [-3.70, -0.23, -0.80], [-1.67, -1.63, -0.90], [-1.23, 0.04, -1.21], [-1.10, -1.24, 1.57], [0.69, -0.68, -0.69], [2.23, 1.69, -1.21], [1.64, 2.25, 0.37], [0.49, 1.98, -0.93], [3.04, 0.06, 1.16], [2.40, -1.53, 0.68], [3.24, -0.49, -0.50]],
  "nbo_charge": [-0.59, -0.48, 0.14, -0.42, -0.05, -0.63, -0.60, 0.21, 0.21, 0.22, 0.22, 0.22, 0.16, 0.15, 0.21, 0.22, 0.21, 0.20, 0.21, 0.21],
  "multiplicity": 1,
  "homo_lumo_gap_ev": 9.69,
  "smiles": "CC/C=N\\C(C)C",
  "relative_energy_kj_mol": 200.7,
  "molar_mass_da": 99.2
}